(1)
18
Properties=species:S:1:pos:R:3:lowdin_charge:R:1 method="wB97M-V/def2-TZVPD" smiles=OC[C@@H]1CCCN1 mol_weight_g_mol=101.1 homo_ev=-8.94 de_lowest_ev=2.667 lumo_energy_ev=0.8649 gap_ha=0.3605 total_charge=0
O 2.66 -0.19 1.39 -0.095
N -0.29 -0.98 -0.73 -0.052
C 1.47 -0.80 0.86 -0.270
C -1.73 -0.54 -0.42 -0.186
C -0.25 1.16 0.36 -0.160
C 0.64 0.01 -0.15 -0.369
C -1.49 0.95 -0.47 -0.219
H 1.03 -1.24 1.81 0.129
H -0.17 -1.11 -1.75 0.117
H 1.57 -1.86 0.33 0.134
H 1.47 0.32 -0.89 0.158
H -2.10 -1.10 0.49 0.127
H 3.11 0.25 0.61 0.099
H -1.14 1.06 -1.54 0.132
H 0.41 2.16 0.11 0.164
H -2.33 1.63 -0.31 0.109
H -0.37 1.01 1.41 0.096
H -2.49 -0.75 -1.12 0.085

(2)
18
Properties=species:S:1:pos:R:3:lowdin_charge:R:1 method="wB97M-V/def2-TZVPD" smiles="C=CCCNCO" mol_weight_g_mol=101.1 homo_ev=-9.06 de_lowest_ev=2.455 lumo_energy_ev=0.9323 gap_ha=0.3672 total_charge=0
O -0.23 2.24 0.23 -0.092
N 0.04 0.15 1.31 -0.046
C -0.40 1.48 1.46 -0.298
C -0.12 -1.70 -0.36 -0.195
C -0.85 -0.74 0.57 -0.223
C 1.12 0.00 -1.83 0.005
C 0.99 -1.18 -1.23 -0.193
H -1.41 1.65 1.83 0.119
H 1.00 0.16 0.98 0.113
H -0.46 3.16 0.42 0.077
H 1.56 -1.96 -1.73 0.087
H 0.62 0.84 -1.35 0.032
H -1.58 -0.16 0.00 0.114
H -0.82 -2.12 -1.08 0.117
H 0.26 -2.55 0.22 0.104
H -1.43 -1.35 1.26 0.107
H 0.30 1.95 2.17 0.116
H 1.41 0.13 -2.86 0.054